Record 1
{
  "formula": "C34H60N6O9",
  "method": "ωB97M-V with the def2-TZVPD basis set",
  "gap_ha": 0.3569,
  "lumo_energy_ev": 0.5,
  "fmax_ev_per_a": 1.5,
  "elements": ["O", "O", "O", "O", "O", "O", "O", "O", "O", "N", "N", "N", "N", "N", "N", "C", "C", "C", "C", "C", "C", "C", "C", "C", "C", "C", "C", "C", "C", "C", "C", "C", "C", "C", "C", "C", "C", "C", "C", "C", "C", "C", "C", "C", "C", "C", "C", "C", "C", "H", "H", "H", "H", "H", "H", "H", "H", "H", "H", "H", "H", "H", "H", "H", "H", "H", "H", "H", "H", "H", "H", "H", "H", "H", "H", "H", "H", "H", "H", "H", "H", "H", "H", "H", "H", "H", "H", "H", "H", "H", "H", "H", "H", "H", "H", "H", "H", "H", "H", "H", "H", "H", "H", "H", "H", "H", "H", "H", "H"],
  "positions_angstrom": [[1.40153, 1.48634, -0.55733], [-3.54695, -3.04637, -3.22228], [-4.80099, -4.19108, -1.70478], [-1.16571, -0.74909, -1.76887], [0.82805, -3.09538, -2.79705], [6.11510, 4.21221, 2.40637], [-0.80737, 0.48249, 1.92188], [-2.83460, 1.52704, 1.95684], [4.22563, 4.88930, 3.47872], [-1.94367, -1.82759, -0.03956], [-0.59784, -1.91360, -0.01027], [4.44482, 2.76026, 2.84497], [-1.40965, 1.75058, 0.21453], [2.06942, -0.64944, -0.34940], [-4.44518, -2.03090, -1.40512], [3.09377, 2.47270, 3.26975], [5.93388, 6.30087, 4.50916], [-4.17432, 1.65998, -1.69411], [0.63690, -1.47732, -4.65328], [-2.29372, -1.08542, 3.10014], [3.50492, 6.92900, 4.38142], [-5.55360, -6.40556, -1.51344], [2.22343, 2.11951, 2.06517], [-4.73128, -5.46454, -2.39432], [5.08694, 1.69082, 2.11649], [-2.25834, -1.13274, -1.08325], [-2.76278, 2.23769, -1.81248], [-3.63497, -0.84073, -1.58024], [-0.46438, -3.72779, -4.62947], [-2.18471, 2.74987, -0.48470], [1.25522, -1.08287, -1.46489], [2.84060, 0.94884, 1.29794], [-1.77505, 1.27724, 1.42536], [4.90183, 6.91656, 2.29384], [-4.19081, -3.11274, -2.20184], [-5.35362, -5.35113, -3.78532], [4.66923, 6.25569, 3.65229], [4.27049, 1.31709, 0.87816], [1.79117, -2.41264, -2.04928], [-4.29269, 0.36477, -0.89053], [-1.02218, -0.24042, 3.16104], [2.02604, -3.56091, -4.87421], [0.78298, -2.93932, -4.22407], [0.19773, -1.15606, 3.26745], [-0.16222, -1.27260, -1.04164], [2.01490, 0.63986, 0.06475], [-3.28020, -5.93664, -2.47613], [-1.07766, 0.74583, 4.32855], [5.01609, 3.99172, 2.86519], [2.37595, -1.36450, 0.29142], [-2.80564, 3.07589, -2.51074], [0.46352, -1.43383, -5.72522], [1.21593, 1.85677, 2.38804], [2.60065, 6.86172, 3.78216], [-6.57430, -6.04186, -1.43129], [-1.34752, -3.30290, -4.15918], [-2.08231, 1.49717, -2.23284], [2.15132, 2.97878, 1.39690], [-3.88418, 0.50192, 0.10953], [-3.24328, -6.93541, -2.90211], [-5.35380, 0.13080, -0.78611], [-5.56455, -7.40227, -1.94411], [-2.27714, -1.70710, 2.20842], [2.02757, -3.07270, -1.20580], [5.72084, 6.42572, 1.77570], [-0.21212, -1.02327, -4.14905], [1.53596, -0.90525, -4.43236], [-4.81260, 2.40898, -1.22051], [-6.37162, -4.97506, -3.70933], [5.18047, 0.82097, 2.77774], [4.00360, 6.84291, 1.68419], [-1.18666, 0.20158, 5.26249], [-5.37234, -6.32906, -4.25804], [5.14851, 7.96515, 2.43426], [5.76194, 5.79229, 5.45560], [6.75371, 5.81164, 3.99083], [2.69502, 3.34031, 3.79233], [1.10663, -0.56541, 3.34618], [-2.34639, -1.71955, 3.98089], [-4.77254, -4.67112, -4.40172], [-0.36238, -4.75909, -4.30268], [2.92300, -2.98402, -4.65847], [-3.56353, -0.66878, -2.66120], [3.12676, 1.62433, 3.96579], [1.89702, -3.59387, -5.95207], [6.08289, 2.03517, 1.83386], [0.24755, -1.77830, 2.37730], [2.70979, -2.21940, -2.61305], [2.16650, -4.57413, -4.50572], [-1.53730, 3.61051, -0.67848], [4.23595, 2.16953, 0.19787], [-2.83858, -5.95758, -1.48223], [-1.92751, 1.41221, 4.20676], [6.20508, 7.33404, 4.70708], [4.74550, 0.48152, 0.36141], [0.11009, -1.78783, 4.14626], [-0.59284, -3.70649, -5.70752], [3.32572, 6.43604, 5.33343], [2.87688, 0.06288, 1.94018], [1.26906, -0.28101, -2.20985], [-4.56456, 1.48366, -2.69996], [-4.75639, -2.23233, -0.46656], [-5.12266, -6.45247, -0.51712], [-0.16703, 1.34103, 4.37122], [-2.99183, 3.05833, 0.18458], [-2.70072, -5.26335, -3.10086], [-0.46029, 1.59495, -0.10234], [-3.17177, -0.44709, 3.07082], [3.73477, 7.97481, 4.56112]]
}

Record 2
{
  "formula": "C34H61NO27",
  "method": "ωB97M-V with the def2-TZVPD basis set",
  "smiles": "C[C@H]1COC(=O)O1.C[C@H]1COC(=O)O1.C[C@H]1COC(=O)O1.COC(=O)OC.COC(=O)OC.COC(=O)OC.COC(=O)OC.COC(=O)OC.COC(=O)OC.CCCC#N",
  "gap_ha": 0.3621,
  "lumo_energy_ev": -0.1,
  "fmax_ev_per_a": 9.0,
  "elements": ["O", "O", "O", "O", "O", "O", "O", "O", "O", "O", "O", "O", "O", "O", "O", "O", "O", "O", "O", "O", "O", "O", "O", "O", "O", "O", "O", "N", "C", "C", "C", "C", "C", "C", "C", "C", "C", "C", "C", "C", "C", "C", "C", "C", "C", "C", "C", "C", "C", "C", "C", "C", "C", "C", "C", "C", "C", "C", "C", "C", "C", "C", "H", "H", "H", "H", "H", "H", "H", "H", "H", "H", "H", "H", "H", "H", "H", "H", "H", "H", "H", "H", "H", "H", "H", "H", "H", "H", "H", "H", "H", "H", "H", "H", "H", "H", "H", "H", "H", "H", "H", "H", "H", "H", "H", "H", "H", "H", "H", "H", "H", "H", "H", "H", "H", "H", "H", "H", "H", "H", "H", "H", "H"],
  "positions_angstrom": [[-1.89535, 2.89275, 2.56284], [1.68965, 1.65075, -3.09916], [6.99365, -5.66225, -1.11616], [-2.25735, -2.61225, -0.31116], [3.31265, 3.11475, -2.52916], [-6.56435, 5.74475, 0.63684], [0.38065, -4.41025, 3.16184], [-7.79135, 3.97875, 1.65084], [7.84665, -3.82425, -1.85816], [3.62265, -2.58625, -2.48116], [2.10765, 1.97775, -0.86516], [-2.83835, 1.60075, 1.14984], [9.26465, -5.41525, -1.06816], [-2.17635, -0.59825, -1.71716], [-4.10635, 2.33375, 2.74384], [-2.39235, 7.14675, -3.29716], [0.75065, -1.04725, 1.32884], [0.45565, -5.73725, 1.15084], [-5.99235, 3.66675, 0.12384], [-2.27635, 6.57275, -0.92516], [4.97665, -1.11325, -3.54316], [4.16065, -0.57125, -1.63716], [-0.50035, -1.43025, 3.15484], [-3.19735, 5.12075, -2.67616], [1.91065, -1.21225, 3.42684], [2.34465, -4.84325, 1.89884], [-0.35235, -1.94225, -1.62716], [-4.28635, -5.83625, 2.82684], [-1.77035, 8.36675, -3.03416], [-1.49135, 1.55375, 0.73184], [5.85165, -4.93825, -1.52716], [-3.81735, -4.76925, 2.90884], [0.72565, -1.28425, 2.66184], [-6.79435, 4.46575, 0.79884], [-0.95435, 2.70475, 1.52484], [4.20465, -1.50725, -2.56716], [0.22665, -3.13425, -1.18716], [8.12865, -5.01925, -1.33116], [-3.33135, -3.36225, 2.93684], [-3.52635, -0.23825, -1.38816], [-7.49835, 6.73875, 1.19584], [-2.66535, 6.30075, -2.30516], [0.92565, 0.52675, -2.77016], [-0.92235, -5.77225, 1.06584], [-3.92835, -0.91125, 2.48684], [2.36965, 2.22675, -2.18116], [5.18465, 0.31875, -1.75916], [3.11465, -4.37125, 2.99484], [2.03965, -0.87625, 0.76084], [5.58565, 0.16975, -3.27616], [-2.98935, 2.29375, 2.24584], [6.46665, -3.56225, -1.89516], [0.45265, 2.46675, 2.10584], [3.91565, 3.94175, -1.47216], [-3.60235, 4.15875, -1.69416], [-4.43935, -2.36525, 2.44284], [4.94765, 1.26275, -4.13816], [-1.62035, -1.71025, -1.23216], [-0.62535, -1.69425, 4.54284], [1.03465, -4.98025, 2.03184], [-6.14635, 2.29975, 0.30284], [4.73265, -5.06325, -0.49516], [5.29965, 2.25775, -3.84116], [-1.57435, -1.42625, 5.03984], [1.86465, -0.60725, -0.26216], [5.16565, -4.84625, 0.46684], [-1.32235, -5.84325, 0.03584], [-1.10035, 0.64275, 0.96484], [0.43565, 1.42675, 2.56284], [6.32065, -2.79025, -1.08716], [-0.84835, 3.61675, 0.90184], [-4.18935, 3.40575, -2.11816], [-4.10735, 4.68675, -0.84516], [-7.27635, 7.75575, 0.83984], [-5.43235, -2.43525, 2.96084], [6.05765, 0.10875, -1.14916], [2.81265, -3.46225, 3.39184], [-3.00735, -0.68525, 1.92584], [-3.78535, -0.51625, 3.59684], [-1.20835, -6.59625, 1.69584], [3.89865, -4.33125, -0.69416], [-1.48735, 1.61775, -0.34016], [4.82565, 1.22275, -1.40216], [-2.29135, 8.97475, -2.33416], [-0.75935, 8.29875, -2.60316], [6.17065, -3.21425, -2.82116], [-1.71035, 8.97175, -3.95816], [-7.48735, 6.83975, 2.26984], [0.35965, 0.26175, -3.60916], [5.10065, 1.11775, -5.25416], [4.87965, 4.31475, -1.90416], [6.67665, 0.19375, -3.41816], [0.76665, 3.20975, 2.85184], [-8.57435, 6.47375, 0.98684], [2.49065, -0.02925, 1.28784], [0.25565, 0.69175, -1.93616], [1.28665, -3.12425, -1.40216], [0.20465, -1.18625, 5.10184], [0.15065, -3.14425, -0.08916], [-6.12135, 2.08975, 1.38684], [-1.29635, -4.83625, 1.50184], [3.87065, 1.24075, -3.99116], [4.02065, 3.43175, -0.54616], [-4.70235, -0.30225, 1.88784], [-0.38335, -3.96525, -1.54716], [-5.27335, 1.76875, -0.07816], [-3.70135, -0.26625, -0.30316], [5.52665, -5.46425, -2.39616], [-7.06435, 1.86875, -0.11916], [-4.59935, -2.68325, 1.37384], [-3.68435, 0.77875, -1.70216], [2.57965, -1.85525, 0.95084], [-2.38735, -3.26025, 2.34484], [1.33165, 2.48675, 1.38284], [-3.11135, -3.03925, 3.97284], [1.52065, -0.36625, -2.55116], [-4.17735, -0.94025, -1.91216], [-2.72235, 3.68675, -1.29416], [3.25865, 4.77575, -1.20516], [4.40065, -6.08525, -0.43816], [4.09965, -4.20825, 2.43984], [3.33265, -5.18625, 3.73084], [-0.55235, -2.71625, 4.74884]]
}